ORCA calculation (the ωB97M-V functional and the def2-TZVPD basis) on 12 unconnected molecules or ions with the total composition C72H171O39P3.

Molar mass ... 1754.0 g/mol
Max |F| ... 3.2 eV Å⁻¹
E_HOMO ... -9.350 eV
Spin multiplicity ... 1
Total energy ... -185141.225 eV
Frontier orbital gap ... 0.3514 Ha

Atoms and positions in Å:
C -4.901 0.858 8.466
O -5.586 1.244 7.327
C -5.316 2.558 6.854
C -5.901 2.705 5.455
O -5.796 4.022 4.991
C -6.031 4.137 3.562
C -5.883 5.566 2.990
O -6.931 6.384 3.410
C -7.313 7.369 2.581
H -3.849 1.138 8.419
H -5.107 -0.182 8.718
H -5.259 1.522 9.252
H -4.259 2.824 6.814
H -5.790 3.288 7.510
H -6.952 2.419 5.445
H -5.330 1.990 4.863
H -7.059 3.794 3.447
H -5.203 3.580 3.124
H -5.898 5.401 1.913
H -4.960 6.100 3.215
H -8.058 7.923 3.151
H -7.640 7.003 1.608
H -6.526 8.120 2.508
C 9.365 -2.437 3.481
O 8.095 -2.102 3.129
C 7.992 -1.191 2.069
C 8.326 -1.735 0.602
O 9.632 -2.145 0.587
C 9.962 -3.165 -0.363
C 11.429 -3.128 -0.727
O 12.333 -2.906 0.356
C 12.569 -4.062 1.179
H 9.443 -2.682 4.540
H 10.145 -1.717 3.233
H 9.701 -3.240 2.825
H 8.586 -0.297 2.258
H 6.984 -0.779 2.022
H 8.259 -1.026 -0.223
H 7.704 -2.599 0.368
H 9.339 -3.144 -1.257
H 9.705 -4.116 0.103
H 11.631 -2.443 -1.550
H 11.732 -4.031 -1.257
H 12.926 -4.947 0.653
H 11.687 -4.318 1.767
H 13.303 -3.909 1.971
C -0.652 10.686 -1.814
O -0.431 9.568 -2.611
C 0.572 8.669 -2.159
C 0.656 7.551 -3.124
O 1.315 7.990 -4.278
C 1.232 7.069 -5.317
C 1.974 7.594 -6.533
O 3.372 7.482 -6.286
C 4.186 7.882 -7.418
H 0.092 11.452 -2.035
H -0.664 10.411 -0.759
H -1.591 11.185 -2.053
H 0.229 8.342 -1.178
H 1.565 9.077 -1.969
H -0.360 7.251 -3.384
H 1.140 6.656 -2.734
H 0.172 6.954 -5.542
H 1.633 6.092 -5.046
H 1.672 8.616 -6.766
H 1.726 6.997 -7.410
H 3.727 7.701 -8.390
H 5.093 7.288 -7.316
H 4.451 8.939 -7.420
C -1.838 5.081 12.079
O -0.669 4.507 12.604
C -0.248 3.355 11.848
C 1.095 2.704 12.286
O 1.684 2.136 11.095
C 2.832 1.259 11.222
C 2.622 -0.107 11.900
O 1.403 -0.749 11.470
C 1.176 -0.954 10.111
H -2.463 4.306 11.637
H -1.577 5.745 11.255
H -2.337 5.698 12.828
H -0.175 3.676 10.809
H -1.049 2.616 11.821
H 0.904 1.934 13.033
H 1.774 3.404 12.774
H 3.607 1.744 11.816
H 3.351 1.086 10.280
H 2.567 0.101 12.969
H 3.511 -0.706 11.706
H 0.421 -1.705 9.879
H 2.056 -1.137 9.495
H 0.826 -0.022 9.666
C -4.576 0.772 -8.184
O -4.271 1.889 -8.990
C -4.973 3.113 -8.587
C -4.872 4.278 -9.604
O -5.539 4.054 -10.826
C -4.978 3.080 -11.651
C -5.588 3.254 -13.065
O -6.982 3.091 -13.030
C -7.619 3.305 -14.300
H -5.665 0.728 -8.226
H -4.168 0.833 -7.175
H -4.262 -0.188 -8.592
H -4.604 3.454 -7.620
H -6.046 2.935 -8.666
H -3.848 4.624 -9.750
H -5.396 5.130 -9.171
H -5.072 2.049 -11.308
H -3.891 3.140 -11.696
H -5.104 2.625 -13.812
H -5.365 4.300 -13.275
H -7.276 4.219 -14.784
H -8.700 3.320 -14.161
H -7.337 2.516 -14.997
C -0.236 -8.261 -5.164
O 0.068 -7.611 -6.392
C 0.389 -8.651 -7.327
C 0.698 -8.087 -8.730
O -0.333 -7.255 -9.282
C -0.009 -6.401 -10.350
C -1.293 -5.676 -10.804
O -2.410 -6.484 -11.101
C -2.199 -7.714 -11.850
H -1.205 -8.727 -5.343
H -0.443 -7.484 -4.428
H 0.498 -8.943 -4.736
H -0.423 -9.364 -7.468
H 1.255 -9.192 -6.947
H 0.801 -8.965 -9.366
H 1.670 -7.595 -8.700
H 0.372 -7.010 -11.170
H 0.792 -5.742 -10.015
H -0.985 -5.014 -11.614
H -1.539 -4.935 -10.043
H -1.559 -8.440 -11.348
H -1.757 -7.497 -12.822
H -3.129 -8.215 -12.120
C 5.146 6.177 0.084
O 5.019 6.159 1.467
C 6.078 6.808 2.166
C 5.723 8.138 2.711
O 4.631 7.902 3.579
C 4.083 9.105 4.128
C 2.984 8.667 5.127
O 1.934 8.145 4.374
C 0.797 7.787 5.191
H 6.065 5.707 -0.265
H 5.030 7.132 -0.428
H 4.285 5.682 -0.365
H 7.014 6.932 1.621
H 6.258 6.172 3.033
H 5.199 8.659 1.910
H 6.582 8.676 3.113
H 3.643 9.757 3.374
H 4.893 9.663 4.599
H 2.603 9.501 5.717
H 3.355 7.908 5.816
H 0.371 8.668 5.670
H 1.066 7.144 6.029
H -0.023 7.309 4.655
C 2.331 -0.500 -11.665
O 3.147 -1.200 -12.647
C 3.009 -0.737 -13.957
C 4.213 -1.435 -14.644
O 3.840 -2.787 -14.893
C 4.793 -3.555 -15.651
C 4.361 -5.034 -15.714
O 4.224 -5.614 -14.445
C 5.193 -6.535 -14.093
H 2.115 -1.088 -10.773
H 1.401 -0.248 -12.174
H 2.801 0.372 -11.210
H 3.110 0.342 -14.070
H 2.105 -1.111 -14.437
H 5.183 -1.453 -14.146
H 4.393 -0.982 -15.619
H 5.715 -3.547 -15.069
H 4.936 -3.125 -16.642
H 4.961 -5.646 -16.386
H 3.381 -4.942 -16.182
H 5.034 -6.898 -13.077
H 6.186 -6.086 -14.102
H 5.278 -7.444 -14.689
C 10.670 3.603 8.217
O 9.818 4.679 8.634
C 8.479 4.346 8.620
C 7.383 5.320 9.084
O 7.672 5.724 10.390
C 6.873 6.843 10.847
C 7.433 7.337 12.189
O 7.333 6.328 13.176
C 7.743 6.723 14.451
H 10.539 2.648 8.726
H 11.689 3.973 8.331
H 10.487 3.500 7.148
H 8.354 3.417 9.176
H 8.173 4.020 7.626
H 6.410 4.844 9.210
H 7.313 6.206 8.453
H 5.814 6.598 10.920
H 7.084 7.657 10.153
H 7.097 8.351 12.405
H 8.496 7.536 12.050
H 7.876 5.866 15.112
H 7.042 7.440 14.877
H 8.669 7.287 14.342
C -5.117 -15.479 4.604
C -4.077 -14.793 3.710
O -4.650 -13.715 2.968
P -3.952 -12.214 2.971
O -2.787 -11.983 2.080
O -3.715 -11.967 4.549
C -3.524 -10.654 5.111
C -3.448 -10.782 6.668
O -5.207 -11.176 2.701
C -5.613 -11.029 1.340
C -6.668 -12.029 0.986
H -5.579 -14.767 5.287
H -5.880 -15.866 3.928
H -4.613 -16.227 5.216
H -3.298 -14.385 4.355
H -3.641 -15.561 3.072
H -2.613 -10.251 4.667
H -4.351 -9.950 5.016
H -3.054 -9.872 7.122
H -4.466 -10.884 7.043
H -2.858 -11.646 6.975
H -5.986 -10.012 1.211
H -4.801 -11.063 0.615
H -6.289 -13.038 1.152
H -7.615 -12.078 1.524
H -6.725 -11.935 -0.098
C -8.237 -3.653 4.379
C -9.511 -2.761 4.334
O -9.692 -1.803 3.322
P -9.834 -2.223 1.763
O -9.926 -3.701 1.573
O -8.557 -1.554 1.022
C -8.559 -1.750 -0.405
C -8.901 -0.410 -0.962
O -11.134 -1.370 1.270
C -12.389 -1.984 1.075
C -13.556 -0.978 1.523
H -8.195 -4.231 5.302
H -8.048 -4.297 3.520
H -7.450 -2.906 4.488
H -10.276 -3.537 4.302
H -9.742 -2.269 5.279
H -7.582 -2.142 -0.686
H -9.292 -2.493 -0.720
H -9.030 -0.373 -2.044
H -9.825 0.026 -0.583
H -8.138 0.326 -0.706
H -12.591 -2.251 0.037
H -12.485 -2.855 1.723
H -14.543 -1.385 1.301
H -13.656 -0.790 2.592
H -13.540 -0.036 0.975
C -1.726 -3.294 1.555
C -1.170 -2.028 2.245
O -1.601 -0.946 1.463
P -0.633 -0.029 0.489
O -1.307 1.118 -0.149
O 0.571 0.352 1.466
C 0.478 1.510 2.254
C 1.139 1.258 3.586
O 0.045 -1.068 -0.573
C 1.070 -0.744 -1.508
C 1.736 -2.035 -2.017
H -2.777 -3.191 1.285
H -1.199 -3.448 0.613
H -1.530 -4.176 2.166
H -1.573 -1.963 3.256
H -0.093 -2.079 2.409
H 0.891 2.435 1.851
H -0.567 1.774 2.419
H 2.195 1.522 3.634
H 0.631 1.820 4.370
H 1.113 0.188 3.796
H 0.512 -0.312 -2.339
H 1.813 -0.016 -1.184
H 0.920 -2.547 -2.527
H 2.460 -1.835 -2.807
H 2.161 -2.625 -1.205

Results of the Mulliken charge analysis, in e, for atoms 1 through 99:
1. C -0.746
2. O -0.252
3. C -0.531
4. C -0.408
5. O -0.307
6. C -0.438
7. C -0.579
8. O -0.269
9. C -0.803
10. H 0.305
11. H 0.226
12. H 0.313
13. H 0.312
14. H 0.354
15. H 0.303
16. H 0.265
17. H 0.265
18. H 0.362
19. H 0.400
20. H 0.346
21. H 0.253
22. H 0.306
23. H 0.322
24. C -0.568
25. O -0.408
26. C -0.665
27. C -0.533
28. O -0.236
29. C -0.513
30. C -0.690
31. O -0.337
32. C -0.668
33. H 0.306
34. H 0.321
35. H 0.098
36. H 0.381
37. H 0.403
38. H 0.344
39. H 0.404
40. H 0.462
41. H 0.329
42. H 0.358
43. H 0.410
44. H 0.320
45. H 0.205
46. H 0.277
47. C -0.725
48. O -0.317
49. C -0.529
50. C -0.619
51. O -0.239
52. C -0.603
53. C -0.509
54. O -0.307
55. C -0.739
56. H 0.281
57. H 0.294
58. H 0.240
59. H 0.440
60. H 0.348
61. H 0.318
62. H 0.399
63. H 0.401
64. H 0.296
65. H 0.328
66. H 0.421
67. H 0.316
68. H 0.235
69. H 0.272
70. C -0.663
71. O -0.367
72. C -0.579
73. C -0.275
74. O -0.317
75. C -0.583
76. C -0.579
77. O -0.346
78. C -0.666
79. H 0.272
80. H 0.283
81. H 0.250
82. H 0.368
83. H 0.308
84. H 0.265
85. H 0.310
86. H 0.376
87. H 0.386
88. H 0.365
89. H 0.377
90. H 0.284
91. H 0.310
92. H 0.219
93. C -0.716
94. O -0.302
95. C -0.524
96. C -0.681
97. O -0.324
98. C -0.433
99. C -0.606

ORCA calculation (the ωB97M-V functional and the def2-TZVPD basis) on a molecular structure, C25H43Cl3N5NdO4Si.

Molar mass ... 756.3 g/mol
Max |F| ... 3.2 eV Å⁻¹
E_HOMO (alpha / beta) ... -4.890 / -4.890 eV
Spin multiplicity ... 4
Total energy ... -102990.862 eV
Energy relative to the best compared isomer or geometry (same formula, charge and spin) ... 43.13 kcal/mol
Frontier orbital gap (alpha / beta) ... 0.1505 / 0.1509 Ha

Atoms and positions in Å:
C 1.590 -1.443 -5.434
C 1.094 -0.057 -5.102
H 1.814 -1.565 -6.497
H 0.847 -2.193 -5.135
H 2.512 -1.648 -4.867
C 0.733 0.835 -6.041
C 0.275 0.400 -7.375
H 0.837 1.896 -5.865
H -0.363 -0.485 -7.312
H 1.100 0.152 -8.043
H -0.314 1.187 -7.834
Nd 0.181 -1.074 1.122
Cl 2.584 -0.533 -0.104
Cl -1.650 -2.957 1.858
C 1.047 2.141 1.041
O 0.127 1.286 1.008
N 0.794 3.430 1.220
C -0.584 3.907 1.230
C 1.864 4.394 1.389
H 2.092 1.826 0.921
H -1.240 3.108 1.585
H -0.897 4.207 0.220
H -0.636 4.772 1.896
H 2.806 3.849 1.488
H 1.695 4.994 2.287
H 1.943 5.069 0.531
H -2.328 -1.942 -3.012
H -2.663 0.750 -4.064
C -3.061 -1.552 -2.292
C -3.351 0.752 -3.205
N -2.868 -0.116 -2.137
H -2.924 -2.038 -1.323
C -2.177 0.360 -1.097
O -1.851 -0.328 -0.104
H -3.447 1.777 -2.826
H -1.929 1.434 -1.161
H -4.070 -1.715 -2.682
H -4.332 0.402 -3.546
O 0.000 -0.604 -3.567
C 1.061 0.231 -3.601
C -0.214 2.366 -2.945
C 0.982 1.660 -3.008
H -1.121 1.872 -3.293
C -0.253 3.665 -2.435
H 1.954 -0.229 -3.133
C 2.135 2.254 -2.478
H -1.201 4.202 -2.399
C 0.917 4.290 -2.000
C 2.105 3.556 -1.983
H 3.057 1.670 -2.426
H 0.903 5.335 -1.671
H 3.021 4.010 -1.603
Si 0.698 -4.524 -0.941
Cl 0.107 -2.375 -1.161
C -1.010 -5.276 -0.798
C 1.460 -4.821 0.772
C 1.856 -4.872 -2.374
H -1.615 -4.601 -0.174
H -1.006 -6.252 -0.297
H -1.474 -5.384 -1.781
H 1.274 -4.887 -3.312
H 2.393 -5.828 -2.291
H 2.610 -4.069 -2.419
H 0.759 -4.523 1.574
H 2.414 -4.299 0.943
H 1.641 -5.910 0.894
C 1.088 -2.919 5.576
N 0.133 -1.896 5.143
C -0.983 -1.587 5.864
C -1.934 -0.750 5.343
C -1.738 -0.280 4.024
N -0.568 -0.463 3.404
C 0.299 -1.384 3.895
O 1.243 -1.809 3.148
N -2.692 0.355 3.309
H 0.942 -3.081 6.646
H 2.089 -2.540 5.358
H 0.897 -3.847 5.019
H -1.044 -2.084 6.834
H -2.884 -0.520 5.823
H -3.624 0.350 3.702
H -2.596 0.320 2.294

Calculated atomic charges, method Mulliken, unit e:
1. C -1.487
2. C 0.199
3. H 0.387
4. H 0.183
5. H 0.283
6. C -0.039
7. C -1.621
8. H 0.443
9. H 0.315
10. H 0.335
11. H 0.413
12. Nd 0.686
13. Cl -0.602
14. Cl -0.533
15. C -0.012
16. O -0.396
17. N 0.449
18. C -0.832
19. C -0.946
20. H 0.266
21. H 0.158
22. H 0.172
23. H 0.409
24. H 0.297
25. H 0.353
26. H 0.290
27. H 0.145
28. H 0.279
29. C -0.916
30. C -0.943
31. N 0.460
32. H 0.267
33. C 0.121
34. O -0.526
35. H 0.323
36. H 0.317
37. H 0.409
38. H 0.369
39. O -0.652
40. C 0.065
41. C 0.022
42. C 0.025
43. H 0.521
44. C -0.618
45. H 0.200
46. C -0.406
47. H 0.425
48. C -0.726
49. C -0.683
50. H 0.426
51. H 0.499
52. H 0.423
53. Si 0.340
54. Cl 0.185
55. C -0.900
56. C -0.909
57. C -0.951
58. H 0.201
59. H 0.341
60. H 0.314
61. H 0.280
62. H 0.381
63. H 0.261
64. H 0.179
65. H 0.315
66. H 0.373
67. C -0.881
68. N 0.164
69. C -0.079
70. C -1.017
71. C 0.966
72. N -0.009
73. C 0.408
74. O -0.627
75. N -0.331
76. H 0.321
77. H 0.284
78. H 0.307
79. H 0.348
80. H 0.362
81. H 0.265
82. H 0.115

ORCA calculation (the ωB97M-V functional and the def2-TZVPD basis) on a molecular structure, C35H53AsN4OP2STa.

Molar mass ... 895.7 g/mol
Charge ... +3
Max |F| ... 2.0 eV Å⁻¹
E_HOMO ... -15.874 eV
Spin multiplicity ... 1
Total energy ... -136943.089 eV
Energy relative to the best compared isomer or geometry (same formula, charge and spin) ... 22.57 kcal/mol
Frontier orbital gap ... 0.2293 Ha

Atoms and positions in Å:
Ta -0.236 -0.133 -0.194
C -0.987 4.743 2.418
C -1.282 3.778 1.262
C -0.994 4.415 -0.098
P -0.438 2.100 1.427
C -0.693 1.466 3.172
C -2.174 1.565 3.533
C 0.212 2.121 4.209
C 1.358 2.321 1.217
C 2.068 3.517 1.173
C 3.421 3.510 0.879
C 4.070 2.319 0.591
C 3.392 1.115 0.675
C 2.041 1.107 1.015
N 1.317 -0.092 1.152
C 1.859 -1.015 2.040
C 2.923 -0.734 2.915
C 3.458 -1.719 3.721
C 2.954 -3.011 3.699
C 1.853 -3.287 2.910
C 1.299 -2.302 2.095
P -0.279 -2.568 1.247
C -1.329 -3.000 2.775
C -2.620 -2.191 2.843
C -1.606 -4.485 2.968
C 0.088 -4.085 0.226
C 1.191 -3.727 -0.782
C -1.176 -4.629 -0.433
H -1.347 5.729 2.127
H 0.067 4.838 2.659
H -1.522 4.464 3.321
H -2.352 3.540 1.309
H 0.066 4.435 -0.338
H -1.349 5.443 -0.092
H -1.522 3.903 -0.898
H -0.415 0.401 3.110
H -2.463 2.592 3.736
H -2.370 0.988 4.433
H -2.813 1.182 2.734
H 0.019 3.181 4.320
H 1.262 1.986 3.962
H 0.032 1.652 5.174
H 1.584 4.456 1.379
H 3.973 4.436 0.876
H 5.113 2.320 0.325
H 3.893 0.174 0.499
H 3.338 0.260 2.975
H 4.274 -1.480 4.381
H 3.395 -3.782 4.309
H 1.421 -4.276 2.933
H -0.680 -2.665 3.594
H -3.384 -2.592 2.182
H -2.448 -1.140 2.611
H -3.008 -2.252 3.858
H -2.401 -4.841 2.319
H -1.934 -4.636 3.993
H -0.723 -5.100 2.819
H 0.477 -4.848 0.906
H 1.145 -2.674 -1.090
H 1.106 -4.348 -1.672
H 2.176 -3.903 -0.354
H -1.662 -3.857 -1.029
H -1.873 -5.011 0.307
H -0.920 -5.463 -1.084
O 1.448 0.123 -1.451
N 1.688 1.101 -2.326
C 2.930 1.243 -2.825
C 3.196 2.220 -3.748
C 2.164 3.058 -4.182
C 0.904 2.911 -3.644
C 0.673 1.922 -2.684
S -0.841 1.672 -1.923
H 3.662 0.541 -2.456
H 4.197 2.329 -4.134
H 2.358 3.809 -4.930
H 0.082 3.546 -3.940
C -1.708 -3.239 -3.452
As -1.123 -1.463 -2.745
C 0.317 -1.240 -4.061
C -2.564 -0.441 -3.614
H -1.855 -3.104 -4.529
H -2.658 -3.558 -3.016
H -0.949 -4.007 -3.299
H 0.040 -1.763 -4.980
H 1.255 -1.663 -3.698
H 0.469 -0.190 -4.309
H -3.298 -1.129 -4.031
H -2.147 0.146 -4.430
H -3.069 0.235 -2.929
N -3.570 -1.370 -0.183
C -4.860 -1.006 -0.228
C -4.898 0.370 -0.139
C -3.568 0.762 -0.030
N -2.757 -0.302 -0.046
H -3.210 -2.316 -0.179
H -5.654 -1.721 -0.298
H -5.765 0.997 -0.151
H -3.170 1.757 0.040

Calculated atomic charges, method Mulliken, unit e:
1. Ta 0.934
2. C -1.543
3. C 0.489
4. C -1.314
5. P 2.007
6. C 1.513
7. C -1.529
8. C -1.351
9. C 0.530
10. C -1.520
11. C -1.126
12. C -1.148
13. C -0.180
14. C 0.049
15. N 0.270
16. C -0.071
17. C -0.969
18. C -1.054
19. C -1.001
20. C -0.303
21. C 0.612
22. P 0.622
23. C 0.581
24. C -1.393
25. C -1.664
26. C 0.575
27. C -1.405
28. C -1.210
29. H 0.543
30. H 0.258
31. H 0.307
32. H 0.524
33. H 0.269
34. H 0.546
35. H 0.238
36. H -0.546
37. H 0.357
38. H 0.432
39. H 0.313
40. H 0.261
41. H 0.263
42. H 0.527
43. H 0.377
44. H 0.524
45. H 0.567
46. H 0.745
47. H 0.467
48. H 0.479
49. H 0.532
50. H 0.348
51. H 0.622
52. H 0.351
53. H 0.143
54. H 0.558
55. H 0.398
56. H 0.455
57. H 0.366
58. H 0.643
59. H 0.121
60. H 0.475
61. H 0.326
62. H -0.092
63. H 0.192
64. H 0.519
65. O -0.414
66. N 0.675
67. C -0.352
68. C -0.958
69. C -0.553
70. C -0.975
71. C 0.651
72. S -0.455
73. H 0.567
74. H 0.520
75. H 0.504
76. H 0.579
77. C -1.542
78. As 1.140
79. C -1.278
80. C -1.291
81. H 0.553
82. H 0.470
83. H 0.360
84. H 0.578
85. H 0.331
86. H 0.265
87. H 0.488
88. H 0.434
89. H 0.287
90. N -0.061
91. C -0.502
92. C -1.034
93. C -0.588
94. N 0.496
95. H -0.112
96. H 0.588
97. H 0.555
98. H 0.265